(1)
This record from the OMol25 dataset describes C22H36AsIrN2O8PTe as an isolated structure in a non-equilibrium geometry. The level of theory is wB97M-V/def2-TZVPD.

The charge is +1. Its lowest unoccupied orbital energy is -2.08 eV. The value obtained for the energy is -123015.8954 eV. As for the spin multiplicity: 1. The value obtained for the HOMO-LUMO gap is 0.264 Eh. For the max |F|, the calculation gives 1.27 eV Å⁻¹.

Structure (XYZ):
```
72
Properties=species:S:1:pos:R:3:forces:R:3:mulliken_charge:R:1
Ir 0.4541 -0.9624 0.3099 -0.937 0.359 0.151 0.997
O 3.3457 -3.0455 3.6439 -0.001 -0.057 -0.163 -0.417
C 2.4987 -2.2756 3.4677 -0.078 -0.001 0.504 0.760
O 1.6437 -1.5080 3.3102 0.198 0.000 0.097 -0.326
C 3.4455 -1.6749 0.4001 0.548 -0.007 -1.148 0.835
O 4.3229 -2.2939 0.8096 -0.238 -0.055 0.615 -0.357
O 2.6705 -1.0299 -0.1950 -0.081 0.028 0.316 -0.627
C 0.5987 3.0245 0.4451 0.043 0.005 -0.031 -1.129
Te 0.6420 1.2283 1.6243 0.028 -0.323 -0.009 -0.050
C 2.7373 1.6765 1.7041 -0.049 -0.013 -0.012 -1.100
C 2.7976 3.1804 1.6161 -0.002 0.006 0.012 0.658
C 3.8627 3.9096 2.1315 0.004 -0.002 -0.017 -0.838
C 3.8794 5.2919 2.0280 0.004 0.003 0.002 -0.544
C 2.8259 5.9545 1.4134 -0.006 -0.001 0.004 -0.593
C 1.7575 5.2334 0.9028 0.018 -0.002 0.000 -0.733
C 1.7372 3.8465 0.9977 -0.010 0.006 -0.047 0.729
H -0.3656 3.5156 0.5616 -0.003 -0.005 0.004 0.715
H 0.7447 2.7851 -0.6085 -0.033 -0.025 0.004 0.086
H 3.2429 1.2007 0.8633 0.016 0.018 -0.002 0.333
H 3.1571 1.2891 2.6308 0.014 0.044 0.011 0.687
H 4.6788 3.3935 2.6228 0.000 0.001 0.001 0.456
H 4.7083 5.8533 2.4379 -0.001 0.000 0.001 0.411
H 2.8308 7.0341 1.3435 0.000 0.000 0.000 0.413
H 0.9284 5.7517 0.4361 0.001 -0.002 -0.003 0.469
N 0.1955 -4.7557 -1.5391 0.005 0.003 0.006 -0.067
C 0.7808 -5.1821 -0.3717 0.033 0.011 -0.011 -0.647
C 0.9310 -4.0674 0.3892 0.015 -0.026 0.005 -0.408
N 0.4463 -2.9769 -0.3047 0.080 0.062 -0.122 -0.126
C 0.0150 -3.4245 -1.4652 0.001 -0.006 -0.021 -0.545
H -0.0386 -5.3314 -2.3296 -0.022 -0.003 0.008 0.217
H 1.0373 -6.2101 -0.1918 -0.013 -0.003 0.000 0.440
H 1.3467 -3.9791 1.3770 -0.059 0.013 0.023 0.367
H -0.3846 -2.8030 -2.2482 0.021 0.009 -0.004 0.588
C 1.4877 -0.0347 -4.9789 0.055 0.114 -0.016 -1.241
As 1.0290 0.5401 -3.2026 -0.212 -0.230 -0.057 0.469
C -0.2650 1.9482 -3.4005 0.062 0.067 0.000 -1.083
C 2.6384 1.2586 -2.4356 -0.023 -0.007 0.042 -0.728
O 0.3872 -0.7106 -2.3281 0.272 0.020 -0.353 -0.113
H 1.7875 0.8118 -5.5957 0.008 -0.007 -0.005 0.418
H 0.6158 -0.5169 -5.4162 -0.002 -0.003 0.006 0.351
H 2.3065 -0.7490 -4.9167 -0.013 -0.016 0.000 0.367
H 0.1858 2.8480 -3.8167 -0.003 0.004 0.005 0.423
H -0.6995 2.1625 -2.4255 0.013 -0.004 0.006 0.200
H -1.0459 1.5897 -4.0695 -0.009 0.001 0.010 0.398
H 2.9720 2.1286 -2.9990 0.010 0.008 0.017 0.469
H 3.3992 0.4806 -2.4664 0.017 0.019 -0.035 0.356
H 2.4538 1.5270 -1.3969 -0.023 0.039 -0.014 -0.197
C -3.9531 -0.2674 -1.7062 0.005 0.004 0.020 -1.369
C -2.7201 -1.1215 -1.5189 0.034 0.045 -0.013 0.137
O -2.6786 -1.6404 -0.1739 0.025 -0.039 -0.053 -0.293
P -1.6169 -1.0678 0.8898 0.444 -0.059 0.383 0.692
O -2.2090 0.3409 1.3683 -0.068 0.010 -0.125 0.085
C -3.5371 0.4555 1.9329 0.031 0.000 0.033 -0.319
C -3.9560 1.9017 1.8418 -0.005 -0.002 0.013 -1.313
O -2.0365 -1.9799 2.1328 -0.141 0.028 -0.019 -0.333
C -2.1575 -3.4111 2.0441 0.042 0.026 -0.003 0.147
C -3.5588 -3.8161 2.4343 0.009 -0.015 -0.002 -1.404
H -4.0017 0.0989 -2.7329 0.000 -0.008 -0.003 0.455
H -3.9298 0.5943 -1.0378 0.004 0.009 -0.010 0.155
H -4.8586 -0.8397 -1.5047 -0.002 0.005 0.006 0.320
H -1.8000 -0.5703 -1.7251 0.014 -0.024 -0.003 -0.061
H -2.7427 -1.9892 -2.1807 -0.030 -0.002 0.005 0.267
H -3.4911 0.1149 2.9667 -0.004 -0.010 -0.003 0.354
H -4.2141 -0.1993 1.3816 -0.010 0.007 0.003 0.338
H -3.2274 2.5411 2.3408 -0.004 0.000 0.004 0.295
H -4.9207 2.0388 2.3308 -0.005 -0.001 -0.010 0.396
H -4.0489 2.2214 0.8035 0.013 0.003 0.000 0.275
H -1.4148 -3.8316 2.7235 -0.002 -0.015 -0.008 0.346
H -1.9265 -3.7418 1.0299 0.006 -0.012 0.006 0.059
H -3.7897 -3.4709 3.4417 -0.004 0.006 -0.003 0.333
H -3.6541 -4.9026 2.4128 -0.002 0.000 0.003 0.427
H -4.2833 -3.3898 1.7407 0.000 0.001 0.001 0.267
```
Positions in Å, forces in eV/Å.

(2)
This record from the OMol25 dataset describes one molecule with the formula C5H4N2O2 in a non-equilibrium geometry. The level of theory is wB97M-V/def2-TZVPD.

Its lowest unoccupied orbital energy is -0.45 eV. The value obtained for the energy is -12324.1983 eV. As for the spin multiplicity: 1. As for the structure (SMILES): O=C(O)c1cncnc1. The value obtained for the HOMO-LUMO gap is 0.378 Eh. For the max |F|, the calculation gives 4.40 eV Å⁻¹.

Structure (XYZ):
```
13
Properties=species:S:1:pos:R:3:forces:R:3:mulliken_charge:R:1
O 2.3392 1.1724 -0.1867 -1.048 -1.742 0.312 -0.583
C 1.7670 0.0864 -0.0401 2.890 1.588 -0.643 0.499
O 2.5559 -1.0128 0.2091 -4.279 -0.449 -0.215 -0.443
C 0.3194 0.0081 -0.1655 -2.879 -0.792 1.538 0.191
C -0.5413 -1.1373 -0.0599 2.510 -2.009 -1.807 -0.075
N -1.8747 -1.1916 -0.1641 1.575 1.741 0.921 -0.501
C -2.3660 0.0298 0.0266 -1.840 2.692 0.763 -0.001
N -1.7621 1.2836 0.1911 1.997 -3.643 -1.440 -0.526
C -0.3836 1.2090 -0.0254 -2.155 2.299 0.579 0.021
H 3.3924 -0.6320 0.1992 2.851 0.944 0.046 0.323
H -0.0404 -2.1537 -0.1164 -0.519 1.272 0.304 0.360
H -3.4796 0.0857 0.1408 1.066 -0.056 -0.283 0.338
H 0.0739 2.2524 -0.0085 -0.170 -1.845 -0.073 0.396
```
Positions in Å, forces in eV/Å.

(3)
This record from the OMol25 dataset describes a 2-piece molecular cluster, C2H4BrNO2 overall in a non-equilibrium geometry. The level of theory is wB97M-V/def2-TZVPD.

Its lowest unoccupied orbital energy (spin up / spin down) is -0.15 / -1.95 eV. The value obtained for the energy is -77760.9536 eV. As for the spin multiplicity: 1. The value obtained for the HOMO-LUMO gap (spin up / spin down) is 0.374 / 0.219 Eh. For the max |F|, the calculation gives 1.61 eV Å⁻¹.

Structure (XYZ):
```
10
Properties=species:S:1:pos:R:3:forces:R:3:mulliken_charge:R:1
C 0.5491 -1.0407 0.2694 0.408 0.278 0.811 -0.736
C -0.6253 -0.8904 -0.5614 -0.066 0.613 -0.248 -0.327
N 0.0186 1.9848 -0.0947 0.025 -0.187 0.217 0.627
O -0.3898 3.0249 -0.5285 0.454 -0.709 0.517 -0.426
O 0.7301 1.7165 0.8465 -0.572 1.334 -0.695 -0.404
Br -2.3264 -1.1472 0.1161 -0.088 -0.024 0.029 -0.072
H 0.4145 -1.7733 1.0646 0.024 -0.142 -0.080 0.351
H 0.7726 -0.0651 0.7865 -0.131 -0.951 -0.306 0.274
H 1.4354 -1.2649 -0.3196 0.051 -0.133 -0.107 0.275
H -0.5787 -0.5446 -1.5789 -0.106 -0.079 -0.138 0.440
```
Positions in Å, forces in eV/Å.

(4)
This record from the OMol25 dataset describes C4H8IrOS4Sb2Se4 as an isolated structure in a non-equilibrium geometry. The level of theory is wB97M-V/def2-TZVPD.

The charge is -2. Its lowest unoccupied orbital energy (spin up / spin down) is 4.36 / 3.07 eV. The value obtained for the energy is -326967.8225 eV. As for the spin multiplicity: 6. The value obtained for the HOMO-LUMO gap (spin up / spin down) is 0.223 / 0.181 Eh. For the max |F|, the calculation gives 1.20 eV Å⁻¹. Its expectation value of S² is 8.781.

Structure (XYZ):
```
24
Properties=species:S:1:pos:R:3:forces:R:3:mulliken_charge:R:1
Ir -0.0163 1.7651 -2.3406 -0.578 0.079 0.070 0.884
S 0.7874 1.9403 -4.6373 -0.065 -0.087 -0.090 -0.567
Sb 1.4523 3.9091 -3.4046 0.357 0.051 0.262 0.255
S -0.7513 4.1179 -2.4387 -0.134 -0.234 -0.133 -0.589
S 2.1585 2.5069 -1.5588 0.266 0.129 -0.133 -0.552
Se -5.0360 -0.7636 -0.6218 0.036 0.203 -0.046 -0.640
Sb -3.0838 -2.0289 -1.1849 0.190 -1.177 0.169 0.713
Se -1.7746 0.1140 -2.4892 0.110 0.284 -0.038 -0.213
Se -1.8771 -3.0860 0.6635 -0.112 0.295 -0.032 -0.639
Se -3.0559 -3.6392 -2.9982 -0.124 0.414 -0.054 -0.652
O -0.1926 1.5735 0.4369 -0.051 -0.125 0.009 -0.636
S -0.6023 0.1338 0.6668 0.091 0.060 -0.028 0.386
C -0.2564 -0.1932 2.4215 -0.029 -0.043 0.043 -0.610
C 1.2283 -0.5707 2.5808 -0.010 0.024 -0.028 -0.635
C 1.9083 -0.3833 1.2201 -0.011 0.019 0.002 -0.632
C 0.8742 -0.8153 0.1934 0.042 0.121 0.058 -0.354
H -0.9237 -1.0074 2.7020 -0.023 0.027 0.020 0.295
H -0.5482 0.7165 2.9443 0.034 0.033 -0.033 0.402
H 1.2883 -1.6207 2.8767 0.033 0.008 0.011 0.265
H 1.7144 0.0254 3.3549 -0.015 -0.013 0.023 0.314
H 2.8331 -0.9583 1.1395 -0.018 -0.024 -0.011 0.404
H 2.1438 0.6695 1.0527 0.028 -0.004 0.006 0.198
H 0.6149 -1.8721 0.2519 -0.018 0.002 -0.029 0.331
H 1.1148 -0.5335 -0.8309 0.000 -0.044 -0.016 0.272
```
Positions in Å, forces in eV/Å.

Repeat the third record exactly.
This record from the OMol25 dataset describes a 2-piece molecular cluster, C2H4BrNO2 overall in a non-equilibrium geometry. The level of theory is wB97M-V/def2-TZVPD.

Its lowest unoccupied orbital energy (spin up / spin down) is -0.15 / -1.95 eV. The value obtained for the energy is -77760.9536 eV. As for the spin multiplicity: 1. The value obtained for the HOMO-LUMO gap (spin up / spin down) is 0.374 / 0.219 Eh. For the max |F|, the calculation gives 1.61 eV Å⁻¹.

Structure (XYZ):
```
10
Properties=species:S:1:pos:R:3:forces:R:3:mulliken_charge:R:1
C 0.5491 -1.0407 0.2694 0.408 0.278 0.811 -0.736
C -0.6253 -0.8904 -0.5614 -0.066 0.613 -0.248 -0.327
N 0.0186 1.9848 -0.0947 0.025 -0.187 0.217 0.627
O -0.3898 3.0249 -0.5285 0.454 -0.709 0.517 -0.426
O 0.7301 1.7165 0.8465 -0.572 1.334 -0.695 -0.404
Br -2.3264 -1.1472 0.1161 -0.088 -0.024 0.029 -0.072
H 0.4145 -1.7733 1.0646 0.024 -0.142 -0.080 0.351
H 0.7726 -0.0651 0.7865 -0.131 -0.951 -0.306 0.274
H 1.4354 -1.2649 -0.3196 0.051 -0.133 -0.107 0.275
H -0.5787 -0.5446 -1.5789 -0.106 -0.079 -0.138 0.440
```
Positions in Å, forces in eV/Å.